Record 1
Entry from the Open Molecules 2025 dataset: a 4-piece molecular cluster, C26H29F3N5O9S overall (ωB97M-V with the def2-TZVPD basis set).

Its HOMO-LUMO gap is 8.34 eV. As for the charge: +1. The multiplicity is 1. The value obtained for the LUMO energy is -0.1412 hartree.

Last column: Mulliken charge in e.
CARTESIAN COORDINATES (ANGSTROEM)
C -2.4257 0.4329 2.9838  -1.15
C -0.9869 0.6007 2.5958  0.65
O -0.4244 1.6823 2.6283  -0.64
N -0.2843 -0.5166 2.2025  -0.11
C -0.8337 -1.3435 1.1066  -0.65
C 0.3229 -2.0059 0.3679  -1.26
C 1.2760 -0.9363 -0.2000  -0.46
C 0.5490 0.1613 -0.9630  -0.42
N 1.4668 1.1716 -1.5125  0.20
C 2.2219 1.9587 -0.8152  -0.11
N 2.2140 2.0625 0.5425  -0.21
N 3.0671 2.8101 -1.5630  0.28
N 3.4927 4.0056 -0.9244  -0.53
S 4.3961 1.9187 -2.1456  1.23
O 5.1080 1.4175 -1.0118  -0.61
O 3.9073 1.0426 -3.1587  -0.63
C 5.4170 3.2681 -2.9727  0.72
F 6.1150 2.6357 -3.8995  -0.18
F 6.2249 3.8158 -2.0905  -0.19
F 4.6310 4.1672 -3.5231  -0.20
H -3.0470 1.0486 2.3327  0.27
H -2.5374 0.7706 4.0141  0.42
H -2.7572 -0.6019 2.9146  0.30
H 0.6422 -0.1743 1.9849  0.33
H -1.5153 -2.0962 1.5014  0.45
H -1.4172 -0.7265 0.4178  0.38
H -0.0586 -2.6849 -0.3897  0.36
H 0.9239 -2.5722 1.0861  0.53
H 1.8220 -0.5144 0.6483  0.27
H 2.0387 -1.3791 -0.8456  0.43
H -0.1927 0.6944 -0.3655  0.12
H 0.0137 -0.2840 -1.8004  0.25
H 1.5030 1.2996 -2.5182  0.43
H 1.3264 1.8212 0.9833  -0.12
H 2.9925 1.5823 0.9877  0.29
H 2.6451 4.4951 -0.6467  0.34
H 4.0649 3.8016 -0.1091  0.28
C -0.2330 7.0801 1.0953  -0.46
C -1.0868 7.3363 2.0831  -0.51
C -1.6091 6.2485 2.9542  0.15
O -2.3876 6.4781 3.8493  -0.51
C -1.1384 4.8632 2.6791  -0.18
C -0.2838 4.6162 1.6915  0.25
C 0.2323 5.7012 0.8291  0.34
O 1.0143 5.4743 -0.0810  -0.60
H 0.1600 7.8522 0.4466  0.45
H -1.4432 8.3346 2.3017  0.42
H -1.5257 4.0784 3.3160  0.49
H 0.0618 3.6129 1.4821  0.10
C -3.3607 -1.9488 -3.7164  -0.33
C -3.6796 -2.2291 -4.9771  -0.40
C -2.6481 -2.6707 -5.9531  0.28
O -2.9312 -2.9233 -7.0998  -0.51
C -1.2466 -2.7897 -5.4633  -0.44
C -0.9332 -2.5081 -4.2019  -0.22
C -1.9656 -2.0649 -3.2360  0.25
O -1.6764 -1.8062 -2.0798  -0.33
H -4.0923 -1.6269 -2.9864  0.43
H -4.6910 -2.1526 -5.3551  0.41
H -0.5144 -3.1174 -6.1901  0.43
H 0.0780 -2.5935 -3.8221  0.47
C -1.7309 -6.1412 4.2465  -0.37
C -1.9697 -5.1576 3.3840  -0.33
C -1.5896 -5.2787 1.9563  0.51
O -1.8035 -4.3764 1.1686  -0.52
C -0.9373 -6.5360 1.5197  -0.37
C -0.6970 -7.5222 2.3791  -0.38
C -1.0747 -7.4040 3.8128  0.29
O -0.8568 -8.2986 4.5959  -0.52
H -1.9973 -6.0791 5.2939  0.42
H -2.4478 -4.2310 3.6761  0.42
H -0.6745 -6.5987 0.4714  0.43
H -0.2226 -8.4503 2.0872  0.41

---

Record 2
Entry from the Open Molecules 2025 dataset: C26H29F6N2O7P2Zn as an isolated structure (ωB97M-V with the def2-TZVPD basis set).

Its HOMO-LUMO gap is 6.86 eV. As for the charge: -1. The multiplicity is 1. The value obtained for the LUMO energy is 0.0826 hartree. The value obtained for the energy above the lowest of the compared OMol25 structures with the same formula, charge and spin is 0.0 kcal/mol.

Last column: Mulliken charge in e.
CARTESIAN COORDINATES (ANGSTROEM)
Zn 0.5643 -0.2703 0.1577  1.22
N -1.3337 -2.9563 -1.0153  0.12
C -0.3345 -3.6101 -0.0929  0.83
C -0.6050 -5.1095 -0.0614  -1.80
P 1.3398 -3.2816 -0.8184  0.37
O 0.9503 -3.5664 -2.3892  -0.61
O 2.3284 -4.2816 -0.3784  -0.87
O 1.5656 -1.8028 -0.6941  -0.15
P -0.6214 -2.8661 1.5830  0.29
O -2.2541 -3.0490 1.6376  -0.63
O 0.0099 -3.6889 2.6268  -0.84
O -0.4213 -1.3774 1.4555  -0.56
H -1.2526 -3.3557 -1.9505  0.50
H -1.1945 -1.8966 -1.1213  0.14
H -2.2727 -3.0995 -0.6408  0.52
H -0.4684 -5.5513 -1.0517  0.45
H -1.6225 -5.3219 0.2779  0.49
H 0.1000 -5.5737 0.6236  0.38
H 1.5224 -4.2717 -2.7122  0.31
H -2.4423 -3.7502 2.2723  0.32
C 1.8873 3.5690 -3.1999  -1.68
C 1.5860 2.1589 -2.6907  1.84
C 0.8732 1.3303 -3.7634  -1.39
C 2.8332 1.4442 -2.2095  0.64
C 3.8860 1.2294 -3.0926  -0.36
C 5.0154 0.5339 -2.6983  -1.63
C 5.0911 0.0268 -1.4111  -0.54
C 4.0601 0.2208 -0.4994  1.09
C 4.1605 -0.3381 0.9059  1.12
C 4.7874 -1.7294 0.9549  -1.80
C 4.9121 0.6392 1.8142  -1.53
C 2.9314 0.9557 -0.8973  -1.12
N 1.8659 1.1544 0.0219  1.42
C 1.7947 2.3481 0.6684  0.84
C 2.6746 3.4322 0.4925  -0.37
C 2.5173 4.6182 1.1990  -0.97
C 1.4869 4.7880 2.1086  -0.64
C 0.5999 3.7307 2.3122  -0.74
C 0.7728 2.5686 1.6108  -0.04
F -0.0967 1.5373 1.8244  -0.17
H 0.9642 4.0730 -3.4965  0.45
H 2.5485 3.5435 -4.0702  0.31
H 2.3659 4.1678 -2.4239  0.35
H 0.9178 2.2500 -1.8360  -0.78
H 1.4987 1.2196 -4.6530  0.39
H -0.0606 1.8128 -4.0668  0.35
H 0.6411 0.3315 -3.3886  0.14
H 3.8144 1.6046 -4.1078  0.34
H 5.8282 0.3722 -3.3965  0.35
H 5.9648 -0.5399 -1.1135  0.29
H 3.1428 -0.4235 1.2882  -0.24
H 5.8460 -1.7061 0.6818  0.39
H 4.2676 -2.4220 0.2922  0.35
H 4.7228 -2.1267 1.9699  0.41
H 5.9387 0.7752 1.4610  0.28
H 4.9522 0.2583 2.8376  0.42
H 4.4270 1.6165 1.8294  0.34
H 3.4944 3.3251 -0.2065  0.62
H 3.2221 5.4236 1.0279  0.39
H 1.3669 5.7150 2.6525  0.36
H -0.2239 3.7981 3.0111  0.47
F -4.4173 2.8827 -3.9966  -0.34
C -3.5785 2.0951 -3.3048  0.72
C -3.5182 0.7372 -3.5571  0.08
F -4.3018 0.1968 -4.5005  -0.33
C -2.6515 -0.0581 -2.8369  0.04
F -2.6189 -1.3846 -3.1081  -0.39
C -1.7947 0.4360 -1.8418  0.29
O -0.9570 -0.3461 -1.2237  -0.75
C -1.9089 1.8131 -1.5974  -0.22
F -1.1553 2.3720 -0.6429  -0.11
C -2.7679 2.6228 -2.3155  -0.04
F -2.8227 3.9341 -2.0539  -0.34

---

Record 3
Entry from the Open Molecules 2025 dataset: C26H29F6N2O7S4Zr as an isolated structure (ωB97M-V with the def2-TZVPD basis set).

Its HOMO-LUMO gap is 8.60 eV. As for the charge: +3. The multiplicity is 1. The value obtained for the LUMO energy is -0.3196 hartree. The value obtained for the energy above the lowest of the compared OMol25 structures with the same formula, charge and spin is 0.0 kcal/mol.

Last column: Mulliken charge in e.
CARTESIAN COORDINATES (ANGSTROEM)
Zr -0.3468 0.1410 0.7353  1.59
F -3.9801 2.6606 -0.7275  -0.14
C -4.5439 1.8322 0.1340  0.52
F -5.0669 2.4766 1.1408  -0.14
F -5.4064 1.0480 -0.4565  -0.14
S -3.1526 0.7677 0.7859  0.84
O -2.4533 0.1036 -0.3369  -0.51
O -2.1134 1.6221 1.4054  -0.62
N -3.8553 -0.1795 1.7802  -0.49
S -2.9213 -1.1732 2.5946  0.96
O -1.5270 -1.0962 2.0166  -0.59
O -2.9986 -1.0677 3.9962  -0.55
C -3.4861 -2.8500 2.0297  0.68
F -3.4324 -2.8700 0.7047  -0.17
F -2.6434 -3.7350 2.5281  -0.18
F -4.7037 -3.0513 2.4538  -0.16
O 0.2080 1.3660 2.4935  -0.31
C 1.3096 1.3776 3.4762  -0.63
C 2.5889 1.8155 2.8026  -0.92
C 2.8834 1.0267 1.5159  0.08
C 2.7206 -0.4511 1.7238  0.30
C 3.7805 -1.2358 2.1515  -0.85
C 3.5810 -2.5769 2.4284  -0.61
C 2.3099 -3.1159 2.2663  -0.99
C 1.3002 -2.2940 1.8262  -0.67
N 1.4879 -0.9813 1.5585  0.97
H -0.4732 2.0088 2.7389  0.19
H 1.3678 0.3678 3.8768  0.25
H 1.0178 2.0501 4.2788  0.55
H 3.3968 1.6733 3.5238  0.45
H 2.5549 2.8807 2.5700  0.45
H 3.9002 1.2394 1.1876  0.79
H 2.2282 1.3738 0.7107  -0.86
H 4.7569 -0.7852 2.2700  0.60
H 4.4021 -3.1943 2.7687  0.49
H 2.1041 -4.1545 2.4827  0.57
H 0.2979 -2.6795 1.6870  0.53
O -0.1000 -1.2261 -0.7194  0.31
S 0.7215 -2.3028 -1.5326  0.16
C 0.5460 -1.6750 -3.2070  -1.19
C 0.9870 -0.2079 -3.2795  -0.44
C -0.2052 0.7500 -3.3551  -0.24
C 0.1977 2.2029 -3.0598  -1.27
S -0.4820 2.7345 -1.4868  0.25
O 0.1173 1.6416 -0.5033  -0.12
C 0.3673 4.2111 -1.1220  0.92
C 1.7609 4.2994 -1.1550  -0.06
C 2.3482 5.5187 -0.8845  -0.97
C 1.5528 6.6296 -0.5989  -0.44
C 0.1703 6.5290 -0.5686  -0.77
C -0.4372 5.3081 -0.8246  -0.49
C -0.2650 -3.7427 -1.5279  0.91
C -1.6131 -3.7124 -1.8823  -0.03
C -2.3103 -4.9045 -1.9095  -0.92
C -1.6628 -6.1005 -1.6020  -0.49
C -0.3203 -6.1161 -1.2499  -0.77
C 0.3922 -4.9275 -1.2030  -0.53
H -0.4904 -1.8199 -3.5145  0.52
H 1.1708 -2.3456 -3.8007  0.59
H 1.6237 -0.0727 -4.1538  0.59
H 1.6092 0.0407 -2.4134  0.12
H -0.9871 0.4247 -2.6623  0.02
H -0.6493 0.7023 -4.3494  0.58
H -0.2171 2.9152 -3.7761  0.63
H 1.2780 2.3474 -3.0255  0.55
H 2.3749 3.4380 -1.3884  0.30
H 3.4248 5.6174 -0.9096  0.46
H 2.0238 7.5837 -0.4028  0.44
H -0.4354 7.3974 -0.3498  0.45
H -1.5161 5.2142 -0.8078  0.48
H -2.1097 -2.7785 -2.1179  0.32
H -3.3571 -4.9120 -2.1812  0.48
H -2.2154 -7.0297 -1.6421  0.46
H 0.1718 -7.0502 -1.0174  0.45
H 1.4428 -4.9219 -0.9380  0.47

---

Record 4
Entry from the Open Molecules 2025 dataset: C26H29F6NO6S4SiTi as an isolated structure at a distorted geometry (ωB97M-V with the def2-TZVPD basis set).

Its expectation value of S² is 2.02. Its HOMO-LUMO gap (alpha / beta) is 8.14 / 5.49 eV. The multiplicity is 3. The value obtained for the LUMO energy (alpha / beta) is 0.0072 / -0.0900 hartree.

Last column: Mulliken charge in e.
CARTESIAN COORDINATES (ANGSTROEM)
Ti -0.0387 -1.0489 -0.3587  0.80
F -2.0382 -5.0315 -0.8826  -0.20
C -0.9506 -4.3441 -1.1620  0.59
F -0.0285 -5.1565 -1.6720  -0.23
F -1.2038 -3.3986 -2.0641  -0.13
S -0.1475 -3.6260 0.3793  1.05
O 0.8935 -2.7588 -0.3275  -0.29
O 0.3872 -4.7875 1.0017  -0.64
N -0.9772 -2.6306 1.2396  -0.66
S -2.4736 -1.7745 0.8161  0.47
O -1.7622 -0.4990 0.2402  0.05
O -3.0817 -2.5203 -0.2743  -0.50
C -4.4697 -0.3602 1.3433  0.46
F -4.4995 0.7763 0.6668  -0.18
F -5.5530 -1.0745 1.1343  -0.19
F -4.2973 -0.1245 2.6294  -0.22
O -0.0060 -0.3891 -1.9116  -0.72
S -1.4981 0.7071 -3.2042  -0.03
C -1.5928 2.1000 -2.0679  -0.50
C -0.2390 2.7008 -1.7192  0.62
C 0.5684 3.1785 -2.9237  -1.45
C 1.6406 2.1882 -3.3709  0.16
S 2.8880 2.0740 -2.0657  -0.18
O 0.9951 -0.0041 0.6525  -0.07
C 3.3359 0.3634 -2.0358  0.63
C 3.9065 -0.0927 -0.8494  -0.36
C 4.3930 -1.3868 -0.7625  -0.53
C 4.3106 -2.2431 -1.8520  -0.64
C 3.7223 -1.7950 -3.0247  -0.53
C 3.2431 -0.4961 -3.1230  -0.33
C -3.0839 -0.0006 -3.0743  1.10
C -4.2085 0.6700 -2.5947  -0.46
C -5.4217 0.0026 -2.5562  -0.70
C -5.5104 -1.3200 -2.9739  -0.45
C -4.3870 -1.9798 -3.4550  -0.60
C -3.1726 -1.3215 -3.5154  -0.49
H -2.1270 1.7454 -1.1845  0.09
H -2.2004 2.8512 -2.5814  0.74
H 0.3556 1.9994 -1.1309  -0.70
H -0.4729 3.5485 -1.0719  0.49
H 1.0579 4.1278 -2.6950  0.39
H -0.1054 3.3793 -3.7656  0.37
H 2.1145 2.5530 -4.2820  0.58
H 1.2305 1.1962 -3.5550  -0.14
H 3.9590 0.5702 0.0071  0.20
H 4.8308 -1.7295 0.1665  0.40
H 4.6954 -3.2520 -1.7849  0.38
H 3.6394 -2.4573 -3.8775  0.41
H 2.8056 -0.1619 -4.0537  0.41
H -4.1526 1.6964 -2.2611  0.35
H -6.2984 0.5169 -2.1852  0.42
H -6.4589 -1.8379 -2.9223  0.39
H -4.4504 -3.0132 -3.7681  0.39
H -2.2895 -1.8295 -3.8849  0.31
C -0.4032 1.8279 2.3580  -0.81
Si 1.0060 0.6266 2.2064  0.47
C 0.8494 -0.6909 3.4887  -1.28
C 2.6210 1.5137 2.4223  0.16
C 3.0279 2.4562 1.4721  -0.32
C 4.2275 3.1388 1.6015  -0.44
C 5.0429 2.8994 2.7016  -0.59
C 4.6539 1.9784 3.6631  -0.56
C 3.4532 1.2910 3.5214  -0.44
H -0.8168 1.8071 3.3697  0.37
H -1.2125 1.5728 1.6687  0.02
H -0.0798 2.8495 2.1434  0.35
H 0.8186 -0.2399 4.4845  0.43
H 1.6863 -1.3936 3.4521  0.30
H -0.0654 -1.2708 3.3507  0.29
H 2.4059 2.6475 0.6021  0.43
H 4.5302 3.8515 0.8439  0.41
H 5.9805 3.4310 2.8067  0.37
H 5.2865 1.7911 4.5217  0.40
H 3.1696 0.5703 4.2799  0.32